# C29H35IrN2O3P2S2

A structure of composition C29H35IrN2O3P2S2 (wB97M-V/def2-TZVPD, the OMol25 dataset).

Each line ends with the Löwdin charge.
Cartesian coordinates (Å):
Ir 0.65 0.10 -0.35  1.07
O 2.14 0.84 3.09  -0.24
S 1.21 1.36 2.13  0.63
O 1.72 1.78 0.80  -0.40
N 0.15 0.26 1.62  -0.30
C -0.42 -0.86 2.18  -0.28
C -0.69 -1.11 3.50  0.02
C -1.36 -2.30 3.87  -0.03
C -1.75 -3.22 2.94  -0.01
C -1.47 -3.00 1.57  -0.14
C -1.81 -3.93 0.56  0.04
C -1.45 -3.68 -0.74  -0.01
C -0.76 -2.50 -1.04  -0.10
N -0.46 -1.59 -0.13  -0.07
C -0.81 -1.82 1.20  -0.16
C 0.34 2.71 2.82  -0.29
C 0.10 2.72 4.18  -0.04
C -0.61 3.78 4.73  -0.04
C -1.04 4.82 3.91  -0.04
C -0.77 4.81 2.55  -0.06
C -0.08 3.75 1.99  -0.07
H -0.39 -0.40 4.25  0.12
H -1.56 -2.48 4.92  0.12
H -2.26 -4.12 3.24  0.13
H -2.33 -4.84 0.82  0.14
H -1.68 -4.37 -1.53  0.12
H -0.43 -2.30 -2.05  0.10
H 0.48 1.93 4.82  0.12
H -0.80 3.81 5.79  0.12
H -1.57 5.66 4.35  0.12
H -1.07 5.64 1.93  0.12
H 0.16 3.73 0.93  0.11
C -0.26 0.05 -3.74  -0.21
P 1.14 0.06 -2.59  0.74
C 2.13 1.45 -3.17  -0.20
C 2.12 -1.44 -2.88  -0.38
C 2.32 -2.00 -4.14  -0.06
C 3.08 -3.14 -4.27  -0.03
C 3.65 -3.74 -3.16  -0.03
C 3.47 -3.18 -1.90  -0.05
C 2.70 -2.03 -1.75  -0.36
P 2.48 -1.20 -0.16  0.78
C 4.01 -0.27 0.13  -0.19
C 2.47 -2.46 1.13  -0.18
H -0.89 -0.83 -3.62  0.04
H 0.08 0.10 -4.78  0.06
H -0.86 0.94 -3.53  0.05
H 2.45 1.30 -4.20  0.07
H 3.01 1.58 -2.54  0.05
H 1.53 2.36 -3.11  0.06
H 1.88 -1.54 -5.02  0.11
H 3.23 -3.58 -5.25  0.12
H 4.25 -4.64 -3.27  0.12
H 3.93 -3.65 -1.04  0.11
H 4.85 -0.96 0.11  0.07
H 3.96 0.22 1.11  0.05
H 4.14 0.48 -0.64  0.05
H 3.42 -2.98 1.15  0.06
H 1.67 -3.18 0.97  0.06
H 2.32 -1.97 2.09  0.06
O -1.00 1.47 -0.72  -0.68
S -2.28 1.47 0.16  1.02
C -2.95 3.14 -0.10  -0.29
C -4.36 2.96 -0.63  -0.21
C -4.30 1.79 -1.61  -0.21
C -3.56 0.69 -0.86  -0.30
H -2.28 3.57 -0.85  0.11
H -2.87 3.70 0.83  0.08
H -4.71 3.88 -1.11  0.13
H -5.05 2.74 0.18  0.13
H -3.75 2.07 -2.51  0.12
H -5.29 1.46 -1.92  0.13
H -3.04 -0.04 -1.49  0.09
H -4.22 0.15 -0.17  0.10

**LUMO level**: -0.215 Ha
**Orbital gap**: 7.63 eV
**Net charge**: +2
**Electronic energy**: -3044.336984 hartree
**Multiplicity**: 1
**HOMO energy**: -13.48 eV
**Relative energy (zero: lowest compared OMol25 entry of this formula, charge and spin)**: 0.00 kcal/mol